The following is a quantum chemistry calculation of a molecular structure, C52H55N5O4PSZr in a non-equilibrium geometry, from OMol25.

```
! wB97M-V def2-TZVPD RIJCOSX def2/J DEFGRID3
* xyz -2 2
Zr 0.56728 2.25846 0.39755
C 0.72408 6.11314 -0.90860
N 1.47017 4.97340 -1.32417
C 2.92886 5.00183 -0.95125
C 1.43841 4.61042 -2.75764
C 1.56661 3.05740 -3.19553
C 1.71994 2.78234 -4.54745
C 1.64465 1.56364 -5.01022
C 1.33029 0.49887 -4.15778
C 1.12560 0.82930 -2.81036
C 1.31147 2.15926 -2.18090
H 1.25724 6.93866 -1.31918
H 0.45859 6.23320 0.21110
H -0.25558 6.14697 -1.65453
H 3.23592 6.07575 -1.23269
H 3.33845 4.09836 -1.43187
H 3.02734 4.81498 0.15486
H 2.41561 5.10201 -3.37236
H 0.41191 4.61748 -2.98629
H 1.82470 3.62485 -5.11201
H 1.71956 1.41287 -6.09006
H 1.23148 -0.45176 -4.41534
H 0.76142 0.02704 -2.06317
C -0.15389 1.41546 4.35317
N 0.76959 1.86812 3.33423
C 1.90466 2.38068 3.39588
C 2.68592 2.70381 2.19443
C 3.92755 3.32123 2.17956
C 4.70073 2.69950 1.10954
C 3.75978 1.87572 0.48243
N 2.63376 1.85070 1.13578
C -0.34969 2.13851 5.48423
C -1.29877 1.59689 6.42720
C -1.51182 1.86622 7.67092
C -0.41533 2.61574 8.35177
C 0.52233 3.31527 7.47996
C 0.59998 3.15267 5.98812
H 1.41056 -0.31672 1.70824
H -0.43682 0.56045 3.81994
H 2.67309 2.25986 4.47126
H 4.35873 3.92688 2.58990
H 5.29944 3.24901 0.78668
H 3.70330 1.90997 -0.63575
H -2.01735 0.94462 5.71864
H -2.25782 1.38573 8.51657
H -0.24748 2.60796 9.38451
H 0.79167 4.51145 7.67052
H 1.13506 3.80470 5.51223
C 2.52756 -4.12986 2.75913
C 2.59015 -2.95028 1.49247
C 3.30855 -1.79011 1.95150
C 2.74484 -3.20793 0.05759
C 4.03652 -3.96014 -0.51966
O 3.46181 -5.17614 -1.13723
C 2.16830 -4.99630 -1.17199
N 1.67073 -4.08751 -0.37491
C 1.26570 -5.97947 -1.67071
C 1.62613 -7.38094 -1.87638
C 0.70138 -8.34165 -2.60086
C -0.46451 -7.85122 -2.90978
C -0.78019 -6.43876 -2.78194
C 0.02950 -5.47607 -2.23814
P -0.41193 -3.57076 -2.14459
C -1.63458 -3.58006 -3.51265
C -3.07516 -3.26635 -3.32111
C -3.94140 -3.51710 -4.33618
C -3.55088 -3.99287 -5.51990
C -2.23468 -4.31668 -5.79674
C -1.30192 -4.17558 -4.78974
C -1.42822 -3.55124 -0.73303
C -1.52732 -4.57842 0.22205
C -2.29079 -4.38762 1.42755
C -2.88615 -3.19881 1.67983
C -2.61459 -2.19128 0.80051
C -2.03391 -2.49968 -0.43558
H 2.11693 -4.50212 3.69855
H 3.52350 -4.01063 3.49668
H 2.33738 -4.85549 2.18617
H 1.57512 -3.12521 1.55467
H 3.45053 -0.90323 1.12017
H 4.32708 -1.57437 2.66241
H 2.44343 -1.61590 2.77267
H 2.36975 -2.27430 -0.60410
H 4.62653 -4.31647 0.35033
H 4.64190 -3.35540 -1.27162
H 2.78921 -7.62912 -1.67191
H 0.93602 -9.58659 -3.01938
H -1.05716 -8.44385 -3.23658
H -2.05750 -6.19791 -2.90793
H -3.33582 -2.93684 -2.27949
H -4.98761 -3.25781 -4.13372
H -4.16740 -4.20200 -6.24927
H -1.97585 -4.50946 -6.94230
H -0.26281 -4.29557 -4.99879
H -0.82627 -5.67034 0.48895
H -2.36531 -5.28852 2.14984
H -3.23731 -3.24791 2.63407
H -3.19607 -1.18655 1.21069
H -2.20223 -1.72555 -1.22133
S 0.12134 -0.09257 0.98501
C -2.13489 3.02615 -3.22887
O -1.53321 3.23304 -1.89961
C -1.24867 1.99903 -1.17934
O -2.06537 1.12536 -1.56092
H -2.81094 2.09151 -3.98414
H -1.19960 2.57737 -3.86956
H -2.50394 3.92634 -3.67719
O -0.53104 3.43107 0.86273
N -4.82927 4.65459 0.04699
C -4.02383 4.22181 0.94871
C -4.16221 4.76465 2.40161
C -5.20936 5.49271 2.54292
C -6.27826 5.63519 1.59350
C -5.89515 5.23430 0.20529
H -2.71185 4.17046 1.28195
H -3.39205 4.89708 3.12895
H -5.32322 6.09472 3.51489
H -6.76885 4.89163 2.07731
H -6.36180 5.79659 -0.87057
*
```

Computed properties:
Orbital gap (spin up / spin down) (eV): 5.218 / 5.104
Max |F| (eV/A): 16.9
Total energy (eV): -91825.4004
Highest occupied orbital energy (spin up / spin down) (hartree): -0.0661 / -0.0660
Lowest unoccupied orbital energy (spin up / spin down) (eV): 3.42 / 3.31